# 1
Formula: C29H38BrFeNSb
Source: the OMol25 dataset
Level of theory: wB97M-V/def2-TZVPD

```
71
Properties=species:S:1:pos:R:3:forces:R:3:mulliken_charge:R:1
Sb 0.34927 -1.71204 1.09435 0.3834 -0.2061 0.1295 0.895
Br -2.84537 3.52942 -1.33895 -0.5173 0.7600 -0.3180 -0.141
Fe -1.39051 1.79356 -0.37513 -0.2398 -0.8949 -1.2919 -0.214
N 0.40514 2.63015 -1.02880 -0.1764 0.0321 0.6703 -0.537
C 2.84878 -2.88485 -0.26807 0.0035 -0.0346 0.0252 -1.646
C 1.24081 3.42015 -0.93825 -0.0736 -0.2353 -0.3620 0.647
C -0.19607 -3.70480 2.08756 0.1162 0.7591 -0.3462 1.223
C -2.61777 -0.90830 -1.16486 -0.0110 0.0410 -0.1573 0.867
C 2.22810 5.18739 0.35129 -0.0438 -0.0917 -0.1152 -0.352
C -3.45574 -1.80015 -1.86487 0.0151 -0.0516 -0.0264 -1.084
C 4.20335 6.31201 -0.41553 -0.0616 -0.0373 0.0273 -0.338
C -4.44857 0.06931 -3.02432 0.1134 0.2564 0.1124 0.890
C -2.63929 0.44922 -1.37939 0.5546 0.2712 1.0904 -1.145
C 2.26105 4.38922 -0.80406 0.2460 0.3960 0.3452 0.467
C -5.52959 1.94972 -4.10623 -0.0611 -0.1238 -0.0711 -0.557
C 1.04923 -4.24294 2.76126 0.0705 -0.0427 0.0654 -1.346
C 0.78207 -0.05728 2.58838 -0.2604 -0.3954 -0.4732 1.341
C -3.61234 0.95384 -2.28640 -0.0109 -0.0417 -0.0336 1.192
C 0.86784 -2.51523 -1.80157 -0.0308 -0.0347 0.0060 -1.452
C 1.75389 0.93651 1.98126 0.0205 -0.0016 0.0662 -1.594
C -3.84065 2.33183 -2.48669 0.0980 -0.1754 0.0964 0.638
C 2.26220 -0.56588 -1.07792 0.0724 -0.0049 0.0118 -1.640
C -0.68361 -4.58764 0.95438 -0.0158 -0.0733 -0.0299 -1.617
C 3.27192 4.54903 -1.75609 -0.1291 -0.1827 -0.1174 -0.378
C -4.74841 2.84872 -3.35488 0.1597 0.1947 0.1583 -0.635
C 1.74326 -1.93936 -0.70107 -0.3899 0.0647 0.5070 1.347
C 4.24065 5.51142 -1.55075 0.0545 0.0545 -0.0084 -0.634
C -1.30850 -3.37834 3.06714 -0.0376 -0.0349 0.0232 -1.581
C -4.33395 -1.32064 -2.79287 0.0198 -0.1227 0.0214 -0.769
C -5.39350 0.60205 -3.93293 -0.0761 0.0309 -0.0732 -1.008
C 1.34628 -0.69400 3.84638 0.0082 -0.0122 0.0567 -1.643
C 3.20420 6.14408 0.53732 0.0193 0.0583 0.0292 -0.715
C -0.58081 0.58479 2.84079 0.0669 -0.0376 0.0682 -1.208
H -0.99492 1.06573 1.93522 0.0806 -0.1081 0.1364 -0.073
H 3.39965 -2.51000 0.59639 0.0372 -0.0203 -0.0127 0.381
H 0.08307 -1.81826 -2.09885 -0.0264 -0.0219 -0.0192 0.315
H 3.28595 3.93221 -2.64462 0.0083 -0.0066 0.0066 0.476
H -4.88229 3.91656 -3.46138 -0.0164 -0.0108 0.0060 0.422
H -6.25330 2.34513 -4.80502 -0.0082 -0.0106 0.0035 0.412
H -0.97450 -2.72904 3.87652 -0.0326 -0.0077 -0.0058 0.295
H 0.63725 -1.37109 4.32205 0.0433 -0.0035 0.0064 0.323
H 0.11123 -4.84086 0.25189 -0.0098 -0.0011 0.0124 0.317
H -1.31662 -0.13814 3.19520 -0.0616 0.0528 -0.0186 0.361
H 0.41038 -3.46379 -1.51819 0.0035 0.0178 -0.0443 0.303
H 5.02920 5.64212 -2.27858 -0.0275 0.0085 -0.0214 0.419
H 1.86525 -4.41073 2.05865 -0.0080 -0.0179 0.0298 0.278
H -0.48233 1.36046 3.60613 0.0092 0.0229 -0.0203 0.502
H -1.04824 -5.52545 1.38478 0.0214 -0.0085 0.0080 0.540
H 0.80064 -5.21214 3.20680 -0.0082 0.0008 0.0059 0.487
H 2.73826 0.50068 1.81336 0.0021 0.0151 -0.0201 0.338
H 2.46643 -3.88087 -0.04212 0.0368 0.0012 -0.0183 0.343
H 1.49467 -2.70330 -2.67870 0.0196 0.0031 0.0094 0.507
H 1.88268 1.76913 2.68153 -0.0099 -0.0139 0.0128 0.585
H -1.93629 -1.33272 -0.43039 0.0090 -0.0232 0.0053 0.420
H 1.38248 1.34565 1.04173 0.0588 0.0134 -0.0581 0.155
H 2.94859 -0.16251 -0.33441 -0.0195 0.0166 -0.0206 0.346
H -1.64890 -4.31365 3.52209 0.0087 -0.0019 0.0106 0.498
H -6.02839 -0.07990 -4.48444 0.0325 -0.0107 -0.0166 0.422
H 2.81308 -0.65707 -2.01947 0.0071 -0.0238 0.0025 0.548
H 1.43531 5.05636 1.07637 0.0239 0.0113 0.0178 0.444
H -3.39829 -2.86245 -1.66250 -0.0204 0.0008 -0.0430 0.433
H 2.27415 -1.23102 3.64594 0.0067 -0.0038 0.0372 0.395
H 3.18542 6.76316 1.42351 -0.0013 0.0212 -0.0224 0.414
H -4.96850 -2.00108 -3.34669 -0.0278 0.0335 -0.0083 0.409
H 3.56189 -2.98771 -1.09241 -0.0091 -0.0020 -0.0153 0.488
H 4.95294 7.07860 -0.27291 0.0309 -0.0317 0.0064 0.415
H -2.16994 -2.92608 2.57304 -0.0160 -0.0037 0.0202 0.373
H -1.51570 -4.13786 0.40976 0.0007 -0.0193 -0.0112 0.345
H 1.44942 0.14039 -1.24665 -0.0052 0.0588 -0.0325 0.287
H 1.39895 -3.59608 3.56591 0.0015 -0.0237 -0.0045 0.296
H 1.57797 0.09459 4.56997 -0.0206 0.0129 -0.0104 0.506
```
Positions in Å, forces in eV/Å.

Computed properties:
M	658.14	g/mol
electronic energy	-5259.92834	Ha
gap between HOMO and LUMO (alpha / beta)	7.31 / 5.23	eV
charge	+2
multiplicity	6

# 2
Formula: C4H15NO3
Source: the OMol25 dataset
Level of theory: wB97M-V/def2-TZVPD

```
23
Properties=species:S:1:pos:R:3:forces:R:3:mulliken_charge:R:1
O 1.94656 -1.81025 0.23260 -0.5063 -1.0588 0.6420 -0.848
O -1.77330 1.65782 -0.09934 -1.1686 -2.4862 -0.2212 -0.404
O 1.28981 -0.78478 -1.90242 0.1348 -1.6356 -0.6811 -0.764
N 2.19217 1.06439 0.85220 -0.3768 -0.3434 1.7928 -0.347
C -2.41382 0.35063 -0.68643 1.2271 2.6222 1.2279 -0.109
C 1.35729 1.82274 0.01183 0.4867 -1.6993 -3.1107 -0.414
C -2.48570 -0.50368 0.54245 4.0024 -2.5565 -2.7956 -0.249
C -1.13243 -1.12752 0.98754 -0.9611 2.2387 -0.4477 -0.498
H -3.30230 -1.16390 0.71003 -1.3286 0.2931 0.6328 0.346
H 0.65087 1.04283 -0.49929 1.7272 1.7909 0.1640 0.010
H 2.02213 -2.76954 0.47304 -0.1811 1.4550 -0.5652 0.170
H -0.46522 -1.25211 0.07910 -0.0987 0.6670 0.7567 0.056
H 2.08083 2.41137 -0.63433 -1.0989 -0.7834 -0.5105 0.252
H -0.58937 -0.54692 1.79495 -0.0898 -0.1942 -1.0997 0.292
H -3.27361 0.75078 -1.19507 -0.8758 -0.5956 0.2275 0.238
H 2.16424 0.04179 0.78823 0.1653 0.2470 -0.1162 0.255
H 3.04804 1.48686 1.17151 -0.0619 -0.2190 -0.0472 0.200
H -2.17827 1.52224 0.77179 0.5190 1.3569 0.2783 0.306
H 1.63361 -1.29847 -2.70187 -0.7478 1.0161 1.8748 0.222
H 1.50133 -1.41746 -0.91972 0.5892 0.4552 -1.0725 0.352
H -1.26261 -2.09152 1.40178 -0.6293 -0.9870 0.6674 0.433
H 0.70256 2.60981 0.28893 -0.8337 0.7599 1.7924 0.245
H -1.71281 0.00488 -1.46749 0.1067 -0.3430 0.6110 0.256
```
Positions in Å, forces in eV/Å.

Computed properties:
M	125.17	g/mol
electronic energy	-441.57093	Ha
gap between HOMO and LUMO	3.36	eV
charge	0

# 3
Formula: C2H2FP
Source: the OMol25 dataset
Level of theory: wB97M-V/def2-TZVPD

```
6
Properties=species:S:1:pos:R:3:forces:R:3:mulliken_charge:R:1
P -1.41039 1.50710 0.05074 1.4244 -1.5115 -0.0434 0.135
F 0.84856 -0.31430 -1.81283 -0.5901 -0.2093 2.3359 -0.134
C 0.74597 -0.84689 -0.55129 -0.2084 0.3100 -1.3817 -0.105
C -0.09353 -0.05800 0.42277 -2.3382 1.5528 -4.0785 -0.558
H -0.74635 -0.69852 0.94410 -0.0956 -1.0744 1.1278 0.342
H 0.65575 0.41061 0.94650 1.8079 0.9324 2.0399 0.320
```
Positions in Å, forces in eV/Å.

Computed properties:
M	76.01	g/mol
electronic energy	-518.38784	Ha
gap between HOMO and LUMO (alpha / beta)	7.28 / 7.23	eV
charge	0

# 4
Formula: C4H4NO4
Source: the OMol25 dataset
Level of theory: wB97M-V/def2-TZVPD

```
13
Properties=species:S:1:pos:R:3:forces:R:3:mulliken_charge:R:1
O -0.01966 -0.19491 -1.72037 -0.2149 -1.5707 0.7393 -0.458
O 1.78682 2.02587 0.12821 -0.3896 0.2951 -0.3468 -0.691
O 2.22734 -0.11414 0.49041 0.7355 -1.9676 0.5582 -0.728
O -1.98141 -0.41466 1.27917 0.7343 0.6255 -0.6297 -0.664
N -0.02951 -1.58779 1.10679 1.4551 0.8642 -0.0463 -0.391
C 0.01023 0.33118 -0.39366 -0.4653 0.0495 2.2769 0.584
C 1.53037 0.82341 0.13047 -2.2998 1.2760 -0.8420 0.551
C -0.89881 0.87873 -1.40649 1.0485 -0.7718 1.1205 -0.578
C -0.84494 -0.54410 0.84128 1.0316 -0.3923 -2.1687 0.220
H -1.93582 0.62470 -1.29146 -0.4365 0.1707 -0.2428 0.250
H -0.31252 -2.23844 1.82412 0.1592 0.1159 0.1462 0.217
H -0.52832 1.69131 -1.92276 -0.1865 2.2304 -0.8819 0.308
H 0.99624 -1.28116 0.93430 -1.1716 -0.9248 0.3172 0.379
```
Positions in Å, forces in eV/Å.

Computed properties:
M	130.08	g/mol
electronic energy	-510.56799	Ha
SMILES	NC(=O)[C@]1(C(=O)[O-])CO1
gap between HOMO and LUMO	8.42	eV
charge	-1

# 5
Formula: C4H7N3
Source: the OMol25 dataset
Level of theory: wB97M-V/def2-TZVPD

```
14
Properties=species:S:1:pos:R:3:forces:R:3:mulliken_charge:R:1
N 0.76057 1.99209 -0.07641 -1.9162 0.1157 -0.0783 -0.671
N -1.25450 0.69852 -0.57844 -0.6062 1.4675 0.3596 -0.088
N -0.42462 -1.34715 -0.79734 2.2016 -0.5672 0.8552 -0.582
C 1.01042 -0.89660 1.20269 1.1646 -0.3297 -1.4633 -1.266
C 0.59953 -0.44400 -0.22096 2.4119 -0.5039 -0.1572 0.514
C -1.42210 -0.61725 -0.89455 -2.6338 -0.5755 -1.0954 -0.139
C 0.04256 0.93767 -0.22523 1.4263 0.0654 -0.2360 0.219
H -2.38090 -1.02615 -1.26646 0.4189 0.6681 0.2975 0.370
H -1.93265 1.41415 -0.60105 -0.8853 0.4848 -0.2032 0.157
H 1.89037 -0.33778 1.57076 -0.7340 -0.0522 -0.0729 0.334
H 1.28953 -1.94200 1.13096 0.2292 -0.2244 -0.0414 0.332
H 1.51447 -0.35444 -0.88873 -0.9531 -0.6587 0.7704 0.261
H 0.17374 -0.89077 1.85018 -0.8212 0.4644 0.8535 0.334
H 0.13357 2.81374 -0.20543 0.6975 -0.3543 0.2117 0.225
```
Positions in Å, forces in eV/Å.

Computed properties:
M	97.12	g/mol
electronic energy	-320.86867	Ha
SMILES	[H]/N=C1\NC=N[C@@H]1C
gap between HOMO and LUMO	9.93	eV
charge	0